Entry P
A molecular structure, C34H35N3O5, computed with ωB97M-V with the def2-TZVPD basis set.

## Properties
HOMO-LUMO gap   5.47 eV
M   565.67 g mol⁻¹
HOMO energy   -6.470 eV

The geometry in ORCA input format:
```
! wB97M-V def2-TZVPD RIJCOSX def2/J DEFGRID3
* xyz 0 1
C 4.00128 -5.10655 0.12156
C 5.23906 -4.23926 -0.09175
N 4.94251 -2.87556 0.25809
C 5.96149 -1.86504 0.46873
C 5.14319 -0.57192 0.70416
C 3.73077 -0.96178 0.43261
C 2.56008 -0.24220 0.39477
C 1.31770 -0.86935 0.04661
C 0.09069 -0.14818 0.12420
C -1.12851 -0.80273 0.40102
C -2.38423 -0.14298 0.17140
C -3.56692 -0.84103 0.23030
C -3.54562 -2.21553 0.51471
N -4.78055 -2.75222 0.44825
C -5.06438 -4.13454 0.72810
C -3.81096 -4.98097 0.51903
C -2.52784 -4.37614 1.13032
C -2.37562 -2.91547 0.84748
C -1.20673 -2.16618 0.89813
C -5.80071 -1.74648 0.22128
C -4.99076 -0.44424 0.01366
C 1.39532 -2.26840 -0.32641
C 2.54907 -3.03491 -0.19758
C 3.71018 -2.33681 0.16736
C 2.69566 -4.50153 -0.45247
H 4.18354 -6.08477 -0.33631
H 3.86393 -5.27035 1.19855
H 6.06914 -4.58017 0.54007
H 5.57666 -4.30901 -1.14303
H 6.59652 -2.12542 1.32777
H 6.60461 -1.77586 -0.42256
H 5.27411 -0.22768 1.73647
H 5.48029 0.22462 0.03332
H 2.56247 0.79126 0.70485
H 0.07522 1.02535 -0.12828
H -2.39785 0.90657 -0.08272
H -5.43360 -4.24990 1.76402
H -5.87243 -4.45854 0.05832
H -3.99299 -5.97262 0.94490
H -3.65095 -5.11222 -0.55810
H -2.54727 -4.54365 2.21735
H -1.66148 -4.92275 0.73997
H -0.31339 -2.64187 1.29812
H -6.41179 -2.00031 -0.65715
H -6.47143 -1.67088 1.09132
H -5.30892 0.32870 0.72523
H -5.15079 -0.04885 -0.99765
H 0.49848 -2.77141 -0.68864
H 2.67685 -4.69092 -1.53659
H 1.84498 -5.04951 -0.02664
C -4.64199 3.56665 0.16272
C -3.29542 3.86800 -0.43774
O -2.35809 2.93300 0.15486
C -1.13558 2.95880 -0.44014
C -0.10560 2.24372 0.35255
C 1.17395 3.01266 0.41452
O 2.03551 2.66098 1.23539
C 1.43116 4.26966 -0.38324
C 0.81865 5.46610 0.02116
C 1.21765 6.67816 -0.52924
C 2.23181 6.69790 -1.50305
N 2.61267 7.92822 -2.11199
O 3.50624 7.90854 -2.99013
O 2.04472 8.98562 -1.75606
C 2.87424 5.50635 -1.88827
C 2.49346 4.30610 -1.30634
O -0.97904 3.50208 -1.52842
H -5.34617 4.30017 -0.23766
H -4.98935 2.56325 -0.12186
H -4.62905 3.64177 1.25882
H -3.30040 3.73516 -1.52685
H -2.95775 4.88872 -0.19548
H -0.45975 2.13463 1.38245
H 0.05719 5.46276 0.80273
H 0.76403 7.61764 -0.23026
H 3.67169 5.55509 -2.62307
H 3.01714 3.37844 -1.55156
*
```


Entry Q
A single C34H35N3O5 molecule, computed with ωB97M-V with the def2-TZVPD basis set.

## Properties
HOMO-LUMO gap   8.29 eV
M   565.67 g mol⁻¹
HOMO energy   -8.067 eV

The geometry in ORCA input format:
```
! wB97M-V def2-TZVPD RIJCOSX def2/J DEFGRID3
* xyz 0 1
C 5.13128 -4.59671 -0.63667
H 5.75906 -3.96180 -0.00236
O 4.55886 -3.86869 -1.69449
C 3.67384 -2.87919 -1.39734
C 3.06216 -2.25701 -2.48679
C 2.12532 -1.26752 -2.29057
C 1.77187 -0.86112 -1.00799
C 2.40676 -1.45919 0.06778
C 3.34661 -2.45980 -0.11434
H 3.80230 -2.91095 0.75309
H 2.14599 -1.17064 1.07597
C 0.70243 0.19089 -0.82310
N 0.00931 0.08960 0.44191
C 0.03966 1.02308 1.42048
O -0.73938 0.97758 2.36820
C 1.02742 2.13615 1.32258
C 0.54581 3.41283 1.58409
C 1.39219 4.51043 1.56741
C 2.75015 4.32983 1.28125
C 3.23644 3.04592 1.06616
C 2.38885 1.95696 1.08809
H 2.79529 0.97174 0.92762
H 4.29099 2.92611 0.87625
O 3.62540 5.37946 1.20902
C 2.99050 6.63744 1.13713
C 1.84821 6.71076 2.14909
H 1.35026 7.68066 2.11651
O 0.86668 5.74527 1.84386
H 2.24694 6.53352 3.15743
H 3.75744 7.38407 1.34754
H 2.58871 6.79540 0.12680
H -0.49691 3.56552 1.81237
C -1.04549 -0.93381 0.54206
C -0.59274 -2.25686 -0.01910
C 0.03019 -3.13801 0.83020
C 0.60466 -4.32721 0.34880
C 1.32043 -5.22644 1.16579
C 1.89815 -6.32868 0.59733
C 1.74287 -6.53055 -0.78737
N 1.07516 -5.73226 -1.56972
C 0.50535 -4.63423 -1.03601
C -0.20892 -3.75548 -1.87387
C -0.73480 -2.59622 -1.37939
H -1.27835 -1.92928 -2.02852
H -0.30568 -4.01668 -2.91554
H 2.19179 -7.39310 -1.26440
H 2.46083 -7.03797 1.18611
H 1.41115 -5.02538 2.22507
H 0.12401 -2.91030 1.88389
H -1.23149 -1.06232 1.61460
C -2.29496 -0.29089 -0.09605
O -2.52607 -0.32032 -1.28989
N -3.04167 0.35492 0.81538
H -2.62019 0.49889 1.72572
C -4.17865 1.20470 0.48292
C -3.75195 2.40419 -0.36830
C -4.95223 3.29927 -0.65749
C -6.04709 2.50853 -1.36703
C -6.46837 1.30887 -0.52394
C -5.26906 0.41093 -0.23828
H -5.56774 -0.43893 0.37905
H -4.86268 0.02622 -1.17346
H -6.89537 1.65952 0.41924
H -7.23722 0.73719 -1.04692
H -6.90841 3.15257 -1.55619
H -5.67069 2.15669 -2.32955
H -5.34276 3.69868 0.28197
H -4.64039 4.14347 -1.27561
H -2.97493 2.96614 0.15619
H -3.33288 2.03348 -1.30473
H -4.57673 1.56707 1.43755
H 1.14274 1.18978 -0.90218
H -0.03831 0.09093 -1.62432
H 1.64610 -0.81112 -3.14388
H 3.32715 -2.58655 -3.47830
H 4.36361 -5.08069 -0.02335
H 5.75115 -5.35932 -1.10542
*
```


Least stable of them? entry P.


Entry P
A molecular structure, C8H14N2, computed with ωB97M-V with the def2-TZVPD basis set.

## Properties
HOMO-LUMO gap   10.01 eV
M   138.21 g mol⁻¹
HOMO energy   -9.154 eV

The geometry in ORCA input format:
```
! wB97M-V def2-TZVPD RIJCOSX def2/J DEFGRID3
* xyz 0 1
C -0.74971 1.53031 -0.68480
C -1.72843 -1.33103 -1.12394
C -2.16281 -0.91138 0.26145
C -0.72907 -1.04694 -0.07418
C 0.21212 -2.03984 0.52435
C 1.38446 0.39993 -1.24577
C 1.59447 2.06184 1.26211
C 0.28761 0.65922 -0.24058
N -1.65637 2.18958 -0.93177
N 0.74441 0.89203 1.10095
H -1.86410 -2.36309 -1.41868
H -1.87664 -0.62942 -1.93200
H -2.59542 0.07293 0.36273
H -2.60828 -1.64721 0.91700
H -0.34403 -2.81714 1.05116
H 0.86955 -1.54163 1.23963
H 0.82181 -2.51126 -0.24730
H 0.98130 -0.09608 -2.12699
H 2.14205 -0.23537 -0.79109
H 1.84860 1.33491 -1.56157
H 1.10228 3.00258 0.97427
H 1.89120 2.12776 2.30702
H 2.49104 1.93959 0.65441
H -0.05604 0.95970 1.72358
*
```


Entry Q
2 unconnected molecules or ions with the total composition C8H14N2, computed with ωB97M-V with the def2-TZVPD basis set.

## Properties
HOMO-LUMO gap   12.37 eV
M   138.21 g mol⁻¹
HOMO energy   -11.518 eV

The geometry in ORCA input format:
```
! wB97M-V def2-TZVPD RIJCOSX def2/J DEFGRID3
* xyz 0 1
C 1.47055 -1.79858 -3.70636
C 1.62949 -1.85408 -2.19835
C 0.31898 -1.51468 -1.46422
C -0.04122 -0.10364 -1.67542
N -0.29221 1.00947 -1.78407
H 0.65472 -2.45833 -4.02346
H 2.36504 -2.11936 -4.23702
H 1.20654 -0.79784 -4.05441
H 2.40944 -1.17158 -1.85140
H 1.94161 -2.85331 -1.88723
H 0.42373 -1.61145 -0.38412
H -0.49666 -2.12608 -1.84856
C -1.88313 2.23548 3.21970
C -0.98199 2.10512 2.00936
C 0.05220 0.96600 2.09626
C -0.61122 -0.34558 2.02448
N -1.11550 -1.36925 1.94146
H -1.29630 2.24128 4.14206
H -2.57537 1.39575 3.31207
H -2.46039 3.15423 3.14410
H -0.43609 3.03906 1.85391
H -1.56223 1.96496 1.09326
H 0.57605 0.98173 3.05194
H 0.70396 1.03066 1.22602
*
```


Least stable of them? entry P.


Entry P
2 unconnected molecules or ions with the total composition C3H10O2S, computed with ωB97M-V with the def2-TZVPD basis set.

## Properties
HOMO-LUMO gap   9.98 eV
M   110.18 g mol⁻¹
HOMO energy   -9.273 eV

The geometry in ORCA input format:
```
! wB97M-V def2-TZVPD RIJCOSX def2/J DEFGRID3
* xyz 0 1
O 0.29288 -1.51065 -4.01779
S -0.80022 -1.17396 -1.01595
C 0.00000 0.00000 0.00000
C 1.25917 -1.52788 -2.91481
C 0.71874 -2.16601 -1.66665
H -0.51603 -1.11663 -3.62944
H -0.69653 0.74645 0.41744
H 0.75709 0.52551 -0.60602
H 0.50973 -0.51075 0.83422
H 1.65162 -0.51241 -2.71418
H 2.09826 -2.14499 -3.28971
H 1.44132 -2.15806 -0.82806
H 0.43253 -3.21877 -1.85435
O 0.26706 -2.82596 1.34000
H -0.36582 -3.13150 0.65126
H 0.72436 -2.05584 0.93252
*
```


Entry Q
2 unconnected molecules or ions with the total composition C3H10O2S, computed with ωB97M-V with the def2-TZVPD basis set.

## Properties
HOMO-LUMO gap   9.87 eV
M   110.18 g mol⁻¹
HOMO energy   -9.346 eV

The geometry in ORCA input format:
```
! wB97M-V def2-TZVPD RIJCOSX def2/J DEFGRID3
* xyz 0 1
C -1.24204 0.54198 -0.29341
O -1.99900 -0.06075 0.76925
C 0.13953 0.84676 0.26796
C 1.11741 1.36822 -0.82283
S 1.25769 0.36314 -2.35850
H -1.38378 -0.15413 -1.23410
H -1.80864 1.48323 -0.69750
H -1.38845 -0.83484 1.06635
H 0.10613 1.52780 1.16249
H 0.59424 -0.05942 0.73313
H 2.02972 1.67529 -0.30895
H 0.52124 2.22198 -1.09027
H 0.54740 -0.78434 -2.15539
H 0.76328 -2.87782 0.99675
H 0.34785 -2.23930 2.25720
O 0.39743 -3.01780 1.70781
*
```


Entry R
2 unconnected molecules or ions with the total composition C3H10O2S, computed with ωB97M-V with the def2-TZVPD basis set.

## Properties
HOMO-LUMO gap   9.95 eV
M   110.18 g mol⁻¹
HOMO energy   -9.097 eV

The geometry in ORCA input format:
```
! wB97M-V def2-TZVPD RIJCOSX def2/J DEFGRID3
* xyz 0 1
C -0.28092 -1.90137 0.21123
O 0.14628 -1.81898 1.56254
C 0.28037 -0.84776 -0.70840
C 1.80099 -1.05157 -0.99089
S 2.52652 0.12553 -2.15180
H -1.36160 -1.87507 0.34425
H -0.09932 -2.89187 -0.23039
H 1.00146 -2.20325 1.70242
H 0.21577 0.11741 -0.20316
H -0.19082 -0.96888 -1.68440
H 2.30798 -0.99082 -0.03106
H 1.87221 -2.05997 -1.40739
H 1.68815 -0.29030 -3.08797
H -3.81352 6.04027 1.89583
H -2.78710 5.39969 2.77887
O -3.30644 5.21694 2.00034
*
```


Least stable of them? entry Q.